(1)
65
Properties=species:S:1:pos:R:3:forces:R:3 method="wB97M-V/def2-TZVPD" gap_ev=8.4 lumo_ev=-1.90 total_charge=+1 e_tot_ev=-36619.29866 max_force_ev_per_a=0.69 smiles="C/C=C/c1ccc(OC[C@H](O)CNC[C@@H](c2ccc(OC)cc2)[NH+](C)C)c(OC)c1"
C -4.431 -5.291 -0.883 0.0 0.0 0.0
C -4.295 -3.811 -0.853 0.2 0.1 0.2
C -3.614 -3.143 0.077 -0.2 -0.5 -0.2
C -3.452 -1.701 0.175 0.1 0.6 0.0
C -3.961 -0.802 -0.757 0.1 -0.2 0.1
C -3.783 0.562 -0.605 0.0 0.2 0.1
C -3.080 1.075 0.473 0.2 -0.2 0.3
O -2.892 2.404 0.758 -0.1 -0.3 0.2
C -2.948 3.366 -0.265 0.3 0.2 -0.6
C -1.657 3.429 -1.107 -0.2 0.4 0.5
O -1.434 2.243 -1.850 0.0 -0.1 -0.2
C -0.407 3.637 -0.235 -0.4 0.0 -0.4
N -0.148 2.437 0.541 -0.2 0.3 0.6
C 1.233 2.143 0.868 0.1 -0.1 -0.2
C 1.793 1.290 -0.300 0.4 0.2 0.3
C 3.066 0.538 -0.032 0.0 0.2 -0.3
C 3.339 -0.094 1.180 0.1 0.1 -0.1
C 4.517 -0.781 1.368 0.2 -0.1 0.0
C 5.472 -0.862 0.349 -0.3 0.1 0.0
O 6.585 -1.559 0.638 -0.3 0.0 0.3
C 7.606 -1.664 -0.331 0.2 0.0 -0.2
C 5.208 -0.229 -0.864 0.4 -0.2 0.0
C 4.022 0.458 -1.040 -0.2 0.0 0.2
N 0.645 0.418 -0.726 -0.3 0.4 0.0
C 0.470 -0.784 0.091 -0.1 -0.5 0.3
C 0.668 0.085 -2.149 0.0 -0.1 -0.6
C -2.543 0.176 1.418 0.0 0.4 -0.1
O -1.810 0.742 2.432 -0.2 0.1 -0.4
C -1.598 -0.019 3.601 0.1 -0.2 0.3
C -2.743 -1.182 1.264 -0.1 0.0 0.0
H -4.057 -5.685 -1.828 0.0 -0.1 0.0
H -5.483 -5.569 -0.813 -0.1 -0.1 0.0
H -3.889 -5.758 -0.065 0.0 -0.1 0.0
H -4.804 -3.288 -1.651 0.0 0.2 -0.1
H -3.130 -3.708 0.864 0.0 -0.1 0.1
H -4.520 -1.158 -1.606 -0.1 0.0 -0.1
H -4.235 1.222 -1.329 0.0 0.1 -0.1
H -3.074 4.322 0.249 0.0 -0.1 -0.1
H -3.813 3.218 -0.921 0.0 0.0 0.1
H -1.754 4.288 -1.787 0.0 0.0 0.1
H -2.201 2.071 -2.406 0.1 0.0 0.0
H 0.442 3.815 -0.898 0.0 0.1 0.0
H -0.550 4.529 0.387 0.1 0.0 0.0
H -0.782 2.367 1.330 0.2 -0.1 0.0
H 1.264 1.586 1.803 0.0 0.0 0.0
H 1.855 3.036 0.991 0.0 -0.1 0.0
H 1.966 1.962 -1.147 -0.1 -0.1 0.0
H 2.637 -0.050 1.998 -0.1 0.0 0.1
H 4.732 -1.266 2.306 0.0 -0.1 0.1
H 8.392 -2.255 0.136 0.0 0.1 -0.1
H 7.253 -2.179 -1.230 0.0 0.0 0.0
H 8.003 -0.682 -0.601 0.0 0.0 0.0
H 5.920 -0.258 -1.673 0.1 0.0 -0.1
H 3.846 0.952 -1.985 0.0 0.1 -0.1
H -0.153 1.123 -0.483 0.2 -0.6 -0.2
H 0.391 -0.508 1.138 0.0 0.1 0.1
H -0.449 -1.290 -0.201 0.0 0.1 0.0
H 1.315 -1.458 -0.041 0.0 0.1 0.0
H -0.211 -0.505 -2.399 0.0 0.0 0.1
H 0.649 0.996 -2.741 0.0 0.0 0.1
H 1.565 -0.490 -2.383 0.0 0.0 0.1
H -1.192 0.674 4.337 0.0 -0.1 0.0
H -0.879 -0.829 3.435 0.0 0.0 0.0
H -2.533 -0.438 3.980 0.0 0.0 0.0
H -2.351 -1.869 1.998 0.1 -0.1 0.1

---

(2)
93
Properties=species:S:1:pos:R:3:forces:R:3 method="wB97M-V/def2-TZVPD" spin_multiplicity=6 gap_ev="8.0 / 7.5" lumo_ev="-2.17 / -2.64" e_tot_ev=-247936.72022 max_force_ev_per_a=8.16
Mn -5.223 16.270 18.398 -1.6 0.6 0.6
As -7.942 14.023 17.101 -1.4 -2.4 0.4
F -8.363 13.995 18.932 0.6 0.1 -2.9
F -6.693 12.770 17.494 -0.8 1.6 -0.2
F -7.320 13.945 15.383 -1.0 0.6 2.3
F -9.250 15.218 16.867 2.1 -1.7 0.0
F -6.724 15.344 17.416 -0.6 -0.8 -0.3
F -9.016 12.598 16.724 0.9 1.9 0.5
As -7.468 19.358 18.852 -3.2 2.5 -0.3
F -6.303 19.514 20.270 -1.2 -0.8 -2.5
F -6.683 17.862 18.086 0.8 -0.1 1.1
F -8.651 19.234 17.448 1.5 -0.1 1.9
F -8.386 20.791 19.503 1.6 -1.9 -1.0
F -6.486 20.320 17.707 -0.4 -1.0 1.8
F -8.544 18.275 19.775 1.6 0.7 -0.7
C -6.864 11.440 22.753 -0.2 0.1 0.0
C -7.419 12.694 22.126 -1.8 -0.6 1.1
C -7.471 13.908 22.959 -3.0 -2.7 7.1
O -7.105 14.978 22.308 2.5 3.8 -4.7
C -6.472 14.549 21.215 -0.3 -0.2 -2.7
O -5.972 15.251 20.288 -0.6 -1.6 2.5
O -6.595 13.176 21.166 3.5 2.9 -3.9
H -6.599 10.724 21.975 0.1 0.1 0.0
H -7.624 10.954 23.365 0.1 0.1 0.1
H -5.994 11.711 23.351 0.1 -0.3 0.0
H -8.409 12.552 21.693 0.1 -0.4 -0.1
H -6.892 13.877 23.883 0.8 -0.6 0.0
H -8.448 14.054 23.420 -0.4 0.1 -0.5
C -4.807 9.960 18.530 -0.1 -1.5 -0.1
C -3.609 10.201 17.599 -3.1 -0.3 0.3
C -3.915 11.250 16.488 -3.2 -0.6 2.3
O -2.798 11.961 16.577 5.5 3.2 -2.7
C -2.170 11.860 17.732 3.0 1.1 1.6
O -1.281 12.585 18.167 -2.2 -1.2 -1.3
O -2.620 10.782 18.366 1.2 0.6 0.6
H -5.628 10.677 18.567 0.1 0.1 -0.9
H -4.592 9.832 19.591 0.9 0.0 -0.1
H -5.084 8.954 18.215 -1.2 0.1 0.2
H -3.264 9.260 17.170 0.2 0.0 0.1
H -4.529 12.085 16.825 -2.1 -1.1 0.3
H -4.332 10.926 15.535 1.0 -0.2 -0.2
C -2.093 15.526 13.119 1.7 1.0 -2.1
C -3.444 15.776 13.657 0.2 -2.4 -0.1
C -3.761 14.510 14.468 0.4 1.4 0.9
O -4.390 15.063 15.632 -1.0 3.3 1.2
C -4.106 16.458 15.699 0.7 -2.7 -2.6
O -4.440 17.175 16.616 0.5 -0.8 0.1
O -3.382 16.817 14.584 -1.8 0.8 3.4
H -2.101 14.926 12.208 -0.2 -0.3 0.1
H -1.348 15.109 13.796 -0.5 -0.2 0.3
H -1.619 16.442 12.768 -0.2 0.3 0.0
H -4.272 15.961 12.972 0.4 0.2 -0.4
H -2.857 14.148 14.958 0.1 -0.9 -1.0
H -4.383 13.830 13.886 0.0 -0.2 0.6
C -8.085 10.507 13.674 -0.5 -0.3 -0.7
C -8.022 9.132 14.338 3.1 2.0 -2.1
C -8.861 8.891 15.484 -1.0 -0.3 1.9
O -9.299 7.565 15.262 -0.9 -0.7 -0.6
C -9.224 7.312 13.913 -2.1 -3.4 -1.0
O -9.841 6.394 13.345 2.4 3.2 1.9
O -8.368 8.173 13.360 -1.2 -0.7 -0.7
H -7.335 10.552 12.884 0.5 0.3 0.5
H -8.110 11.359 14.353 0.5 -0.1 0.1
H -8.975 10.584 13.050 -0.5 -0.2 0.4
H -6.974 8.892 14.521 0.2 0.2 0.5
H -9.685 9.602 15.542 -0.3 -0.2 -0.1
H -8.345 8.895 16.444 0.1 0.2 -0.1
C -8.370 9.044 19.582 -2.1 1.0 0.0
C -9.158 10.365 19.294 4.5 0.0 -0.7
C -10.350 10.263 18.466 -2.3 -0.2 -0.5
O -11.307 11.058 19.169 0.2 1.3 0.7
C -10.652 11.697 20.193 -4.0 0.0 2.4
O -11.192 12.489 20.952 1.5 -1.0 -2.0
O -9.542 11.043 20.461 0.7 0.0 1.0
H -8.333 8.404 18.701 0.7 0.5 -0.3
H -9.064 8.454 20.181 0.4 -0.1 0.8
H -7.421 9.313 20.046 -0.1 -0.6 -0.1
H -8.450 11.083 18.880 0.2 -0.2 -0.7
H -10.665 9.220 18.497 -0.5 0.0 -0.6
H -10.378 10.746 17.490 0.8 -0.7 -0.2
C -12.821 12.555 16.691 1.5 0.3 0.0
C -12.848 13.710 17.699 3.9 0.4 -1.7
C -12.641 15.239 17.265 2.2 -2.4 0.0
O -13.898 15.748 17.358 -3.2 -0.4 0.8
C -14.759 14.718 17.752 -5.2 0.8 -2.7
O -16.000 14.700 17.547 4.6 0.9 1.4
O -14.103 13.634 18.096 -4.1 0.9 2.6
H -11.895 12.589 16.117 0.2 -0.5 0.0
H -13.652 12.534 15.986 -0.1 0.5 0.2
H -12.923 11.678 17.331 0.3 -0.3 -0.4
H -12.195 13.600 18.565 0.3 -0.7 -0.2
H -12.225 15.340 16.263 -0.2 0.0 -0.1
H -11.930 15.670 17.969 -0.2 0.4 0.0

---

(3)
88
Properties=species:S:1:pos:R:3:forces:R:3 method="wB97M-V/def2-TZVPD" gap_ev=10.7 lumo_ev=0.24 e_tot_ev=-174639.98156 max_force_ev_per_a=6.64 smiles="CCOC(=O)C(F)(F)F.CCOC(=O)C(F)(F)F.CCOC(=O)C(F)(F)F.CCOC(=O)C(F)(F)F.ClCCCl.ClCCCl.ClCCCl.ClCCCl"
C 4.543 0.765 -6.324 -1.1 -0.1 0.2
C 3.658 1.890 -6.865 1.4 0.2 0.3
O 2.311 1.749 -6.461 -1.8 -0.5 0.9
C 1.865 2.018 -5.208 2.6 1.3 -1.3
O 2.538 2.497 -4.332 -0.6 -0.7 -0.3
C 0.358 1.898 -5.090 0.4 -0.6 -0.9
F -0.140 3.107 -4.951 -0.6 0.8 -0.1
F -0.203 1.317 -6.178 0.1 0.2 0.9
F 0.104 1.211 -3.996 -0.7 -0.7 0.4
H 4.464 0.873 -5.242 0.5 -0.2 0.1
H 5.578 0.815 -6.660 -0.2 0.1 0.0
H 4.100 -0.199 -6.575 0.2 -0.1 -0.1
H 3.608 1.947 -7.952 0.1 -0.1 0.1
H 4.091 2.806 -6.464 -0.3 0.3 -0.1
C 2.080 -4.466 10.122 0.7 0.4 -0.7
C 2.375 -5.571 9.060 0.1 0.8 1.0
O 3.053 -5.131 7.845 0.6 0.0 -0.7
C 2.663 -4.074 7.131 -4.4 1.1 4.8
O 1.647 -3.430 7.452 2.6 -1.2 -1.7
C 3.548 -3.767 5.989 0.7 1.9 0.2
F 4.832 -3.878 6.310 0.4 -0.1 0.0
F 3.228 -4.602 5.080 -0.2 -2.4 -2.6
F 3.352 -2.548 5.468 0.0 0.2 0.6
H 1.902 -4.914 11.099 -0.5 -0.2 -0.2
H 1.356 -3.708 9.824 -0.6 -0.7 0.1
H 2.930 -3.809 10.304 0.6 -0.4 -0.2
H 1.500 -6.184 8.844 -0.2 0.4 -0.5
H 3.098 -6.267 9.487 0.1 0.1 -0.1
C 0.031 -0.010 1.965 -0.9 -0.5 -0.8
C -1.358 -0.559 1.492 1.6 -0.6 -0.2
O -2.113 0.523 1.047 -1.4 3.5 -1.0
C -2.958 0.511 0.010 0.3 -5.4 0.1
O -3.279 -0.597 -0.488 0.4 4.0 0.6
C -3.520 1.886 -0.457 0.8 -0.9 0.1
F -2.972 2.912 0.173 0.5 0.2 0.0
F -3.357 1.986 -1.764 0.7 0.2 -0.7
F -4.803 1.929 -0.256 -1.8 -0.1 0.7
H 0.789 -0.776 1.803 -0.2 -0.5 1.0
H -0.061 0.412 2.966 0.5 -0.2 -0.1
H 0.442 0.712 1.261 -0.7 0.6 0.0
H -1.944 -1.044 2.272 0.3 -0.2 0.1
H -1.192 -1.243 0.659 -0.2 -0.2 0.1
C 6.292 4.665 3.488 1.2 -1.4 -0.2
C 6.675 3.152 3.645 -2.1 -0.1 -0.4
O 7.097 2.509 2.402 0.4 -0.4 -0.7
C 6.235 2.160 1.427 -3.3 2.5 2.1
O 5.028 2.430 1.472 3.0 -1.0 -0.6
C 6.906 1.379 0.297 0.0 0.3 -0.4
F 6.816 0.109 0.638 0.1 -1.1 0.1
F 6.347 1.528 -0.910 -0.3 0.2 0.6
F 8.180 1.709 0.173 0.6 0.1 0.0
H 7.014 5.131 2.817 0.2 0.2 0.3
H 6.336 5.081 4.494 -0.1 0.3 -0.2
H 5.328 4.803 3.000 -0.1 -0.3 0.4
H 5.777 2.649 4.003 -0.4 -0.1 -0.4
H 7.357 2.813 4.424 0.8 0.8 -0.5
Cl -8.136 -0.943 5.073 0.2 1.0 -0.3
C -6.541 -0.394 4.359 -1.9 -1.2 -2.0
C -5.520 -1.130 5.079 1.0 0.4 2.2
Cl -5.643 -2.926 4.931 0.5 1.0 -0.2
H -6.397 0.677 4.218 -0.3 0.0 0.8
H -6.578 -0.805 3.350 -0.2 0.2 -0.2
H -5.692 -0.894 6.129 0.2 -0.4 0.2
H -4.559 -0.651 4.893 0.4 -0.9 -0.5
Cl 1.391 -2.959 -3.584 -0.4 0.4 0.2
C -0.255 -3.536 -3.083 0.0 1.6 -1.3
C -0.128 -4.950 -2.683 -0.4 0.1 1.5
Cl 0.586 -5.901 -3.915 0.6 -1.3 -1.5
H -0.912 -3.400 -3.942 0.2 -0.3 -0.3
H -0.660 -2.801 -2.387 0.3 -0.5 0.6
H -1.109 -5.387 -2.496 0.1 0.1 0.5
H 0.579 -5.010 -1.855 -0.5 -0.1 0.4
Cl -7.053 -0.850 -3.681 -1.2 2.0 1.9
C -6.447 -1.926 -4.853 -0.1 -0.8 0.0
C -5.465 -1.130 -5.706 -0.3 -1.4 0.1
Cl -4.662 -2.347 -6.752 0.2 0.2 -0.3
H -7.337 -2.327 -5.338 0.4 0.1 -0.7
H -6.083 -2.730 -4.214 0.9 -0.1 -0.8
H -4.697 -0.663 -5.091 -0.2 0.0 -0.1
H -6.020 -0.418 -6.317 0.3 0.0 0.0
Cl -7.066 4.673 -6.179 0.1 -0.1 -0.1
C -5.833 5.962 -6.247 0.1 0.6 0.1
C -4.751 5.652 -5.258 0.9 -0.4 0.5
Cl -3.422 6.940 -5.188 -1.1 -0.9 -0.2
H -6.349 6.886 -5.986 0.2 0.0 -0.4
H -5.366 5.972 -7.231 -0.5 0.2 -0.1
H -4.298 4.714 -5.579 0.4 0.2 0.2
H -5.115 5.497 -4.242 0.0 0.3 -0.1

---

Energy above the lowest of the compared OMol25 structures with the same formula, charge and spin / eV: 0.000, 6.410, 3.145